[1]
Below is a gas-phase ion, C3H8N3O (charge +1) in a non-equilibrium geometry, with properties calculated with ωB97M-V/def2-TZVPD.

The geometry in ORCA input format:
```
! RIJCOSX wB97M-V def2-TZVPD def2/J DEFGRID3
* xyz 1 1
C -0.77 -1.18 -1.09
C -0.55 0.30 -1.06
N -0.56 -0.41 0.20
C 0.75 -0.42 0.96
N 1.06 0.92 0.66
N 1.65 1.44 1.77
O 2.46 1.10 0.70
H -1.73 -1.53 -1.20
H 0.05 -1.88 -1.40
H 0.36 0.73 -1.57
H -1.56 0.69 -1.15
H -1.44 -0.46 0.68
H 0.40 -0.50 1.98
H 1.53 -1.01 0.62
H 1.41 2.38 1.68
*
```

## Properties
M	102.12	g/mol
strongest force on any atom	0.075	Eh/bohr
SMILES string	C1C[NH+]1Cn1[nH]o1
total energy	-9744.4564	eV

[2]
Below is C5H9NO2 in the gas phase in a non-equilibrium geometry, with properties calculated with ωB97M-V/def2-TZVPD.

The geometry in ORCA input format:
```
! RIJCOSX wB97M-V def2-TZVPD def2/J DEFGRID3
* xyz 0 1
N -0.19 0.85 -1.97
C 0.59 0.78 -0.76
C -0.18 0.90 0.64
C 0.87 -0.05 1.16
C 0.95 -0.60 -0.22
O -0.09 -1.51 -0.40
C -1.21 -1.15 0.37
O -1.39 0.24 0.48
H -0.83 1.61 -1.73
H -0.80 0.07 -1.95
H 1.49 1.41 -0.68
H -0.32 1.88 1.07
H 1.78 0.52 1.45
H 0.60 -0.68 1.98
H 1.95 -1.06 -0.56
H -2.09 -1.45 -0.21
H -1.13 -1.75 1.33
*
```

## Properties
M	115.13	g/mol
strongest force on any atom	0.060	Eh/bohr
SMILES string	N[C@H]1[C@@H]2C[C@H]1OCO2
total energy	-10913.8846	eV

[3]
Below is a molecular structure, C19H58O19 in a non-equilibrium geometry, with properties calculated with ωB97M-V/def2-TZVPD.

The geometry in ORCA input format:
```
! RIJCOSX wB97M-V def2-TZVPD def2/J DEFGRID3
* xyz 0 1
C -22.31 -5.94 19.12
O -22.65 -6.89 18.12
H -23.13 -5.23 19.29
H -22.08 -6.39 20.09
H -21.47 -5.34 18.76
H -23.58 -7.13 18.23
C -24.33 -2.91 21.18
C -23.48 -2.23 22.22
O -22.22 -2.90 22.34
O -24.73 -4.21 21.60
H -23.74 -3.02 20.26
H -25.19 -2.31 20.86
H -24.02 -2.17 23.17
H -23.25 -1.21 21.92
H -22.39 -3.77 22.75
H -25.23 -4.60 20.85
C -25.93 -8.67 17.64
C -24.80 -9.50 17.04
O -24.86 -9.36 15.61
O -25.51 -7.29 17.72
H -26.12 -9.08 18.64
H -26.84 -8.82 17.06
H -24.97 -10.56 17.22
H -23.81 -9.21 17.38
H -24.35 -8.57 15.34
H -25.88 -6.91 16.91
C -22.16 -10.42 21.62
C -22.99 -9.92 20.44
O -24.23 -9.25 20.69
O -21.43 -9.35 22.18
H -21.54 -11.25 21.28
H -22.82 -10.88 22.37
H -23.25 -10.84 19.90
H -22.33 -9.32 19.82
H -24.83 -9.97 20.90
H -20.83 -9.69 22.85
C -19.42 -8.27 18.63
C -18.99 -9.69 18.92
O -17.86 -10.04 18.11
O -20.20 -8.22 17.44
H -18.59 -7.56 18.63
H -20.06 -7.90 19.44
H -19.75 -10.40 18.57
H -18.80 -9.79 19.99
H -17.31 -10.69 18.56
H -20.98 -7.68 17.64
C -19.01 -2.78 20.67
C -18.83 -3.87 19.62
O -18.82 -3.40 18.30
O -20.28 -2.17 20.51
H -18.25 -2.00 20.52
H -18.85 -3.19 21.67
H -19.66 -4.57 19.79
H -17.98 -4.51 19.87
H -19.48 -2.70 18.20
H -20.76 -2.24 21.35
C -22.97 -6.73 23.39
C -24.29 -7.43 23.61
O -25.09 -7.30 22.43
O -23.24 -5.33 23.34
H -22.62 -7.04 22.40
H -22.23 -6.98 24.14
H -24.87 -7.03 24.44
H -24.15 -8.51 23.76
H -24.63 -7.85 21.77
H -24.02 -5.22 22.75
C -27.71 -5.57 19.78
C -28.07 -5.36 21.25
O -27.76 -6.47 22.06
O -26.31 -5.34 19.57
H -28.30 -4.93 19.11
H -28.04 -6.56 19.44
H -29.13 -5.08 21.25
H -27.58 -4.48 21.67
H -26.79 -6.50 22.03
H -26.03 -5.96 18.87
C -18.89 -6.32 16.90
C -18.03 -7.04 15.89
O -17.01 -6.17 15.34
O -19.69 -5.33 16.26
H -18.40 -5.99 17.81
H -19.60 -7.08 17.26
H -18.62 -7.44 15.07
H -17.47 -7.85 16.36
H -17.42 -5.77 14.57
H -19.49 -4.47 16.65
C -22.37 -6.39 14.68
C -22.93 -5.11 15.28
O -23.49 -4.34 14.21
O -23.43 -7.26 14.32
H -21.70 -6.81 15.42
H -21.70 -6.20 13.84
H -22.19 -4.53 15.82
H -23.74 -5.40 15.96
H -23.93 -3.57 14.60
H -23.68 -7.03 13.42
*
```

## Properties
M	590.65	g/mol
strongest force on any atom	0.093	Eh/bohr
total energy	-59539.9123	eV

[4]
Below is 2 unconnected molecules or ions with the total composition CHFINO2 in a non-equilibrium geometry, with properties calculated with ωB97M-V/def2-TZVPD.

The geometry in ORCA input format:
```
! RIJCOSX wB97M-V def2-TZVPD def2/J DEFGRID3
* xyz 0 1
C 0.12 0.40 -0.23
N -0.30 -0.92 0.17
O 0.07 -1.22 1.29
O -1.04 -1.46 -0.57
F -0.31 0.61 -1.44
I 2.18 1.22 0.10
H -0.72 1.38 0.68
*
```

## Properties
M	204.93	g/mol
strongest force on any atom	0.122	Eh/bohr
total energy	-17450.7401	eV

[5]
Below is C5H5NO in the gas phase in a non-equilibrium geometry, with properties calculated with ωB97M-V/def2-TZVPD.

The geometry in ORCA input format:
```
! RIJCOSX wB97M-V def2-TZVPD def2/J DEFGRID3
* xyz 0 1
N 2.47 0.48 1.35
C 1.71 0.29 0.50
C 0.67 0.05 -0.50
C -0.54 1.01 -0.32
C -1.21 -0.12 0.47
O -2.07 -0.16 1.30
C -0.23 -1.16 -0.09
H 1.12 0.01 -1.50
H -1.06 1.18 -1.26
H -0.37 1.96 0.19
H 0.19 -1.89 0.60
H -0.64 -1.66 -0.97
*
```

## Properties
M	95.10	g/mol
strongest force on any atom	0.021	Eh/bohr
SMILES string	N#CC1CC(=O)C1
total energy	-8802.3703	eV

[6]
Below is a molecular structure, C8H20B2CdO4 in a non-equilibrium geometry, with properties calculated with ωB97M-V/def2-TZVPD.

The geometry in ORCA input format:
```
! RIJCOSX wB97M-V def2-TZVPD def2/J DEFGRID3
* xyz 0 1
Cd -24.38 20.07 1.71
B -25.90 18.79 2.28
H -25.43 19.12 3.25
H -26.78 18.07 2.44
H -26.24 19.74 1.77
H -25.11 18.26 1.64
B -24.17 21.04 -0.15
H -25.23 20.75 0.14
H -24.22 21.62 -1.14
H -23.63 21.58 0.69
H -23.55 20.08 -0.29
O -22.89 19.56 3.05
C -22.31 20.05 4.00
O -22.99 20.27 5.11
C -22.10 20.62 6.18
C -20.66 20.66 5.58
C -20.92 20.57 4.06
H -22.11 19.89 6.99
H -22.38 21.60 6.56
H -20.15 19.74 5.84
H -20.11 21.57 5.82
H -20.21 19.99 3.49
H -20.99 21.60 3.69
O -25.12 21.67 2.91
C -25.98 22.49 3.03
O -27.27 22.14 2.91
C -28.12 23.29 2.87
C -27.15 24.51 2.69
C -25.91 23.98 3.35
H -28.52 23.39 3.88
H -28.82 23.34 2.05
H -27.51 25.38 3.23
H -26.91 24.72 1.65
H -25.88 24.02 4.44
H -25.01 24.41 2.92
*
```

## Properties
M	314.28	g/mol
strongest force on any atom	0.064	Eh/bohr
total energy	-22722.5948	eV

[7]
Below is a molecular structure, C10H22BF4GdIN6O2 in a non-equilibrium geometry, with properties calculated with ωB97M-V/def2-TZVPD.

The geometry in ORCA input format:
```
! RIJCOSX wB97M-V def2-TZVPD def2/J DEFGRID3
* xyz -1 8
Gd 1.43 0.00 -0.55
N -0.48 -1.26 -1.86
C -0.40 -1.25 -3.35
C -0.63 0.16 -3.91
C 0.51 1.18 -3.72
N 0.49 1.75 -2.38
H -0.34 -2.21 -1.50
H -1.38 -0.90 -1.55
H -1.11 -1.91 -3.82
H 0.59 -1.62 -3.56
H -1.53 0.57 -3.41
H -0.90 0.10 -4.97
H 0.38 1.97 -4.43
H 1.45 0.66 -3.85
H -0.28 2.40 -2.36
H 1.31 2.32 -2.23
N -0.87 3.22 4.36
C -0.19 3.33 3.42
N 0.60 3.56 2.43
C 0.86 2.82 1.40
N 1.10 2.29 0.40
C 3.02 -1.41 1.90
O 2.22 -0.41 1.34
H 4.05 -1.35 1.61
H 2.67 -2.41 1.61
H 2.99 -1.38 3.04
F 2.27 -2.13 -1.74
B 1.80 -3.47 -1.28
F 0.99 -4.04 -2.27
F 2.84 -4.28 -1.00
F 1.07 -3.14 -0.13
C -2.78 1.44 1.00
N -2.19 0.65 2.07
C -2.86 0.68 3.36
C -1.12 -0.09 1.79
C -0.39 -0.81 2.88
O -0.73 -0.21 0.62
H -3.71 1.01 0.60
H -2.04 1.53 0.25
H -3.00 2.39 1.46
H -3.94 0.59 3.17
H -2.67 1.66 3.86
H -2.54 -0.12 4.02
H -0.91 -1.71 3.19
H -0.25 -0.16 3.72
H 0.55 -1.10 2.44
I 4.04 1.08 -2.06
*
```

## Properties
expectation value of S²	16.041
M	629.28	g/mol
strongest force on any atom	0.032	Eh/bohr
total energy	-64257.1642	eV